[1]
# C6H12O

An isolated molecule of C6H12O (wB97M-V/def2-TZVPD, OMol25).

CARTESIAN COORDINATES (ANGSTROEM)
C 2.0226 0.2941 -0.4906
C 1.0504 -0.1752 0.5926
C -0.3835 -0.3185 0.1119
C -0.5958 -1.2541 -1.0618
C -1.4694 -0.2472 1.1621
C -1.2901 0.8827 0.2011
O -0.8256 2.0847 0.7459
H 1.7280 1.2718 -0.8924
H 2.0668 -0.4084 -1.3304
H 3.0368 0.3919 -0.0891
H 1.0726 0.5318 1.4291
H 1.3879 -1.1432 0.9888
H -0.1716 -0.8429 -1.9863
H -0.1226 -2.2272 -0.8782
H -1.6626 -1.4329 -1.2374
H -1.1612 -0.0486 2.1857
H -2.3438 -0.8856 1.0639
H -2.0420 1.0014 -0.5832
H -0.2970 2.5254 0.0681

LUMO: 0.0333 Ha
Kohn-Sham gap: 10.330 eV
Total energy: -311.0201 Eh
Structure (SMILES): CC[C@@]1(C)C[C@H]1O
Total charge: 0

Computed Mulliken charges, given in elementary charges: -1.143 -0.703 1.243 -1.606 -1.097 -0.129 -0.539 0.280 0.301 0.369 0.352 0.346 0.334 0.338 0.415 0.287 0.271 0.339 0.344


[2]
# C6H12O

An isolated molecule of C6H12O (wB97M-V/def2-TZVPD, OMol25).

CARTESIAN COORDINATES (ANGSTROEM)
C 1.3609 0.8679 0.7782
C 0.6780 -0.3389 0.0747
C 1.6887 -0.8354 -0.9739
C -0.7520 -0.2696 -0.5349
C -1.9423 -0.7928 0.2602
C -1.8989 0.6375 -0.1567
O -1.7607 1.6252 0.8162
H 0.7437 1.5379 1.3849
H 2.0973 0.4640 1.4829
H 1.9139 1.5007 0.0746
H 0.6151 -1.1225 0.8374
H 2.6081 -1.1745 -0.4819
H 1.9733 -0.0354 -1.6704
H 1.2955 -1.6706 -1.5609
H -0.7764 -0.5583 -1.5861
H -2.6588 -1.4810 -0.1826
H -1.7741 -0.9430 1.3250
H -2.5802 0.9572 -0.9448
H -0.8312 1.6315 1.0581

LUMO: 0.0368 Ha
Kohn-Sham gap: 10.428 eV
Total energy: -310.9967 Eh
Structure (SMILES): CC(C)[C@H]1C[C@H]1O
Total charge: 0

Computed Mulliken charges, given in elementary charges: -1.307 0.709 -1.714 -0.355 -0.712 -0.090 -0.524 0.490 0.357 0.278 0.143 0.419 0.385 0.423 0.385 0.290 0.276 0.333 0.214


[3]
# C6H12O

A structure of composition C6H12O (wB97M-V/def2-TZVPD, OMol25).

CARTESIAN COORDINATES (ANGSTROEM)
C 2.1027 -0.6066 -0.9134
C 0.6450 -0.7824 -1.3421
C -0.2083 0.4122 -0.9723
C -1.6994 0.2442 -0.7454
C -0.7876 0.5623 0.3893
C -0.5422 -0.1678 1.5858
O -0.4851 1.3139 2.6107
H 2.5324 0.2988 -1.3580
H 2.7214 -1.4571 -1.2202
H 2.1853 -0.5043 0.1751
H 0.2252 -1.6822 -0.8692
H 0.6012 -0.9509 -2.4270
H 0.0929 1.3329 -1.4771
H -2.3739 1.0118 -1.1225
H -2.0928 -0.7692 -0.8411
H -0.7000 1.5952 1.5056
H -1.3529 -0.7125 2.0736
H 0.4527 -0.5350 1.8370
H -1.3167 1.3967 3.1111

LUMO: 0.0340 Ha
Kohn-Sham gap: 8.910 eV
Total energy: -310.8931 Eh
Total charge: 0

Computed Mulliken charges, given in elementary charges: -1.100 -0.669 0.102 -0.896 -0.103 -0.400 -0.566 0.307 0.361 0.238 0.288 0.332 0.340 0.254 0.244 0.482 0.283 0.166 0.338


[4]
# C6H12O

A cluster of 2 separate species, C6H12O in total (wB97M-V/def2-TZVPD, OMol25).

CARTESIAN COORDINATES (ANGSTROEM)
C 2.2957 0.2835 1.4050
C 0.8812 -1.0806 -1.3870
C 0.1232 0.1125 -1.3839
C -1.4008 0.1886 -1.7097
C -1.0574 0.3208 -0.3080
C -1.3633 -0.7398 0.7215
O -1.0926 1.6154 0.1794
H 3.3010 0.1936 1.8246
H 1.5759 -0.0938 2.1401
H 2.0913 1.3387 1.1897
H 0.1691 -1.9221 -1.2455
H 2.2296 -0.3014 0.4819
H 0.6315 1.0671 -1.5298
H -1.8542 -0.7392 -2.0513
H -1.6921 1.0952 -2.2327
H -2.3740 -0.5687 1.1103
H -0.6560 -0.6846 1.5588
H -1.3149 -1.7461 0.2976
H -0.4936 1.6609 0.9389

LUMO: 0.0020 Ha
Kohn-Sham gap: 8.218 eV
Total energy: -310.8851 Eh
Total charge: 0

Computed Mulliken charges, given in elementary charges: -0.823 -0.534 -0.393 -0.804 1.144 -1.228 -0.546 0.328 0.188 0.182 0.152 0.155 0.332 0.276 0.290 0.345 0.205 0.355 0.378


[5]
# C6H12O

A structure of composition C6H12O (wB97M-V/def2-TZVPD, OMol25).

CARTESIAN COORDINATES (ANGSTROEM)
C -2.6830 0.9367 0.6326
C -1.1789 0.9933 0.3823
C -0.5197 -0.3848 0.4666
C 0.9560 -0.3218 0.1829
C 1.6072 0.0182 -1.1556
O 2.4546 -1.1935 -1.0179
C 1.9195 -1.4111 0.1598
H -3.1783 0.2694 -0.0833
H -2.9005 0.5629 1.6402
H -3.1398 1.9267 0.5371
H -0.6970 1.6672 1.1022
H -0.9896 1.4200 -0.6134
H -1.0344 -1.0655 -0.2328
H -0.6771 -0.7976 1.4734
H 2.0362 -0.1191 1.0234
H 2.2904 0.8786 -1.1725
H 1.0047 -0.0377 -2.0665
H 2.1200 -2.3159 0.7208
H 3.1019 -0.5123 1.2694

LUMO: 0.0192 Ha
Kohn-Sham gap: 7.591 eV
Total energy: -310.8186 Eh
Total charge: 0

Computed Mulliken charges, given in elementary charges: -1.227 -0.263 -0.618 0.393 -0.409 -0.325 -0.650 0.315 0.316 0.352 0.278 0.282 0.354 0.347 -0.518 0.219 0.298 0.448 0.408


[6]
# C6H12O

A cluster of 2 separate species, C6H12O in total in a non-equilibrium geometry (wB97M-V/def2-TZVPD, OMol25).

CARTESIAN COORDINATES (ANGSTROEM)
C 0.1473 0.3914 0.1841
C -0.3275 -0.8226 -0.6302
C -1.6626 -1.0649 -0.6671
C 0.8132 -1.4326 -1.5001
C 1.8585 -2.3350 -0.7535
C 1.4530 -3.1075 0.3084
H 0.7682 0.1802 0.9621
H -0.5826 1.0662 0.6170
H 0.7667 1.0736 -0.4883
H -2.3178 -0.5467 0.1441
H -2.0999 -2.0001 -0.9755
H 0.3413 -1.9971 -2.2348
H 1.4052 -0.6549 -1.9439
H 2.8328 -2.4028 -1.2676
H 0.4348 -3.4583 0.2423
H 2.1150 -3.4618 1.1924
H -1.9255 6.4033 3.1472
H -1.5327 5.3708 2.0215
O -1.7370 6.3319 2.1168

LUMO (spin up / spin down): -0.2152 / -0.3229 Ha
Kohn-Sham gap (spin up / spin down): 7.233 / 4.302 eV
Total energy: -310.6045 Eh
Expectation value of S²: 0.7540
Spin multiplicity: 2
Total charge: +1

Computed Mulliken charges, given in elementary charges: -1.457 0.690 -0.772 -0.719 0.066 -0.391 0.395 0.393 0.297 0.264 0.334 0.420 0.413 0.403 0.347 0.316 0.341 0.308 -0.649


[7]
# C6H12O2

A cluster of 3 separate species, C6H12O2 in total in a non-equilibrium geometry (wB97M-V/def2-TZVPD, OMol25).

CARTESIAN COORDINATES (ANGSTROEM)
C 1.9717 0.6913 -0.3837
C -0.4216 -0.0346 -0.2076
C 0.5586 -0.4063 0.7076
C -0.6564 -0.7413 -1.5006
C -1.6572 -0.9327 1.2339
C -2.2911 -0.1142 2.0634
O 1.8117 2.0666 -0.1692
O 2.1330 0.3928 -1.7434
H 1.1078 2.3694 -0.7589
H 2.9728 0.7745 -2.0522
H 2.8469 0.3843 0.1959
H -0.7735 0.9931 -0.1560
H 0.6727 0.1701 1.6178
H 0.9432 -1.4198 0.6770
H -1.9136 -1.9884 1.1512
H -0.1736 -0.1825 -2.3073
H -1.7244 -0.7828 -1.7266
H -0.2619 -1.7582 -1.4806
H -2.0128 0.9379 2.1494
H -3.1324 -0.4192 2.6899

LUMO: 0.0285 Ha
Kohn-Sham gap: 7.771 eV
Total energy: -386.0893 Eh
Total charge: 0

Computed Mulliken charges, given in elementary charges: -0.229 0.300 -0.577 -1.393 -0.438 -0.584 -0.494 -0.502 0.331 0.301 0.389 0.329 0.387 0.308 0.318 0.376 0.410 0.275 0.211 0.282


[8]
# C6H12O2

A cluster of 2 separate species, C6H12O2 in total in a non-equilibrium geometry (wB97M-V/def2-TZVPD, OMol25).

CARTESIAN COORDINATES (ANGSTROEM)
C 1.7094 -0.7079 0.5235
C 0.8328 -0.2503 -0.6296
C -0.7786 -0.4039 -0.2802
C -1.2110 -1.8381 -0.5625
O -1.0323 -0.1269 1.0460
O -1.4408 0.4793 -1.1455
H 1.6602 -0.0119 1.3636
H 1.3838 -1.6770 0.8987
H 2.7421 -0.7979 0.1983
H 1.1344 0.7288 -0.9953
H 0.9562 -0.9050 -1.4922
H -1.1449 -2.0441 -1.6261
H -2.2407 -1.9705 -0.2308
H -0.5747 -2.5283 -0.0189
H -0.6783 0.7883 1.2449
H -2.3524 0.5976 -0.8546
C 0.2337 2.5385 1.2426
C 0.2487 2.6437 0.0408
H 0.4413 2.6818 2.2699
H 0.1113 2.8039 -0.9926

LUMO: 0.0352 Ha
Kohn-Sham gap: 10.774 eV
Total energy: -386.2032 Eh
Structure (SMILES): CCC(C)(O)O.C#C
Total charge: 0

Computed Mulliken charges, given in elementary charges: -0.989 -0.599 0.828 -1.513 -0.558 -0.526 0.198 0.279 0.379 0.332 0.388 0.342 0.421 0.318 0.314 0.327 -0.647 -0.209 0.431 0.485


[9]
# C6H12O2

A cluster of 2 separate species, C6H12O2 in total in a non-equilibrium geometry (wB97M-V/def2-TZVPD, OMol25).

CARTESIAN COORDINATES (ANGSTROEM)
C -1.6425 -1.9885 0.6348
C -1.5922 -1.1530 -0.5705
C -0.4461 -0.4954 -0.7591
C -0.0061 0.6950 -1.5272
C 1.4869 1.1711 -1.2334
C 1.6881 1.5246 0.2663
O 2.7256 1.0194 0.6998
H -2.6966 -2.0143 0.8753
H -1.0591 -1.5427 1.4448
H -1.1976 -2.9898 0.4047
H -2.6148 -1.0171 -0.9146
H 0.3893 -0.8573 -0.1758
H -0.7557 1.4570 -1.2018
H -0.1969 0.6561 -2.6121
H 1.8453 1.8286 -2.0944
H 2.0885 0.2452 -1.4044
H 1.0156 2.2469 0.5319
O 0.0564 0.6255 2.5988
H 0.8088 0.6995 3.0785
H 0.1032 -0.1108 1.9584

LUMO: 0.0220 Ha
Kohn-Sham gap: 9.806 eV
Total energy: -386.1873 Eh
Structure (SMILES): C/C=C/CCC=O.O
Total charge: 0

Computed Mulliken charges, given in elementary charges: -0.952 -0.212 -0.299 -0.747 -0.584 0.032 -0.504 0.378 0.219 0.226 0.357 0.452 0.255 0.368 0.350 0.268 0.433 -0.622 0.292 0.292


[10]
# C6H12O2

A structure of composition C6H12O2 in a non-equilibrium geometry (wB97M-V/def2-TZVPD, OMol25).

CARTESIAN COORDINATES (ANGSTROEM)
C -0.4061 0.6582 0.5807
C 2.3823 1.1631 0.3944
C -2.2055 -1.3203 -0.7822
C -0.4547 1.3674 -0.7370
C 0.0349 -0.6507 0.7652
C 0.6266 -1.8018 0.8751
O 1.3485 0.7792 1.2630
O -1.8133 -0.7685 0.4481
H -0.8957 1.1331 1.4218
H 2.4730 0.5073 -0.4850
H 2.2469 2.1943 0.0361
H 3.3334 1.1170 0.9374
H -1.3941 -1.8771 -1.2758
H -3.0146 -2.0410 -0.6151
H -2.5789 -0.5795 -1.5034
H -1.4963 1.5148 -1.0214
H 0.0108 2.3473 -0.6318
H 0.0570 0.8161 -1.5222
H 0.0703 -2.7153 0.7213
H 1.6754 -1.8437 1.1309

LUMO: 0.0323 Ha
Kohn-Sham gap: 9.422 eV
Total energy: -386.0762 Eh
Total charge: 0

Computed Mulliken charges, given in elementary charges: 1.133 -0.684 -0.667 -1.499 0.208 -0.820 -0.590 -0.594 0.181 0.282 0.251 0.259 0.293 0.244 0.220 0.410 0.419 0.333 0.317 0.303


[11]
# C6H12O2

An isolated molecule of C6H12O2 in a non-equilibrium geometry (wB97M-V/def2-TZVPD, OMol25).

CARTESIAN COORDINATES (ANGSTROEM)
C 0.2418 0.2455 2.2580
C 0.1996 -0.3585 0.8649
C 1.0189 -1.6471 0.8065
C 0.5640 0.6751 -0.2202
C -0.0339 0.2510 -1.5734
C -1.4517 0.5873 -1.8878
O -2.4199 -0.0012 -1.4809
O -1.5619 1.7352 -2.5963
H -0.2280 -0.4731 2.9354
H 1.2352 0.3755 2.7089
H -0.2739 1.1901 2.4144
H -0.8327 -0.6241 0.6648
H 0.6242 -2.2798 1.6080
H 2.0487 -1.3907 1.0612
H 0.9110 -2.1864 -0.1259
H 0.0492 1.5936 0.0660
H 1.6296 0.7662 -0.3442
H 0.6182 0.5273 -2.4146
H 0.0810 -0.8047 -1.7019
H -2.4194 1.8188 -3.0430

LUMO: 0.0288 Ha
Kohn-Sham gap: 11.170 eV
Total energy: -386.3037 Eh
Structure (SMILES): CC(C)CCC(=O)O
Total charge: 0

Computed Mulliken charges, given in elementary charges: -1.635 0.668 -1.380 -0.640 -0.729 0.477 -0.549 -0.449 0.408 0.331 0.396 0.245 0.354 0.348 0.368 0.300 0.415 0.379 0.350 0.346


[12]
# C6H12O2

An isolated molecule of C6H12O2 in a non-equilibrium geometry (wB97M-V/def2-TZVPD, OMol25).

CARTESIAN COORDINATES (ANGSTROEM)
C -1.2543 0.6449 -1.3981
C -0.5916 -0.3015 -0.4283
C -1.5003 -0.3024 1.1207
O -0.6027 -1.5844 -0.9477
C 0.6286 0.0978 0.2718
C 1.4307 -0.8972 1.0683
C 1.5764 1.2795 -0.5415
O 0.7493 1.4393 0.6447
H -0.7065 0.6560 -2.3445
H -1.2892 1.6591 -0.9984
H -2.2729 0.3056 -1.6097
H -1.9938 0.6678 1.1820
H -2.2462 -1.0915 1.0069
H -1.0279 -0.5025 2.0827
H 0.2888 -1.8336 -1.2377
H 1.4397 -0.5969 2.1186
H 2.4634 -0.9258 0.7116
H 1.0307 -1.9137 1.0156
H 2.6419 1.3252 -0.3349
H 1.2360 1.8742 -1.3819

LUMO: 0.0294 Ha
Kohn-Sham gap: 9.531 eV
Total energy: -386.1881 Eh
Structure (SMILES): CC(C)(O)[C@@]1(C)CO1
Total charge: 0

Computed Mulliken charges, given in elementary charges: -1.677 1.219 -1.310 -0.591 0.885 -1.470 -0.759 -0.515 0.390 0.358 0.366 0.340 0.364 0.359 0.370 0.347 0.479 0.317 0.293 0.235


Energy above the lowest of the compared OMol25 structures with the same formula, charge and spin, respectively: 24.61; 39.27; 104.30; 109.31; 150.99; 70.78; 144.86; 73.37; 83.38; 153.10; 10.31; 82.85 kcal/mol.